{"formula": "C20H29BBiO7", "method": "wB97M-V/def2-TZVPD", "elements": ["Bi", "O", "C", "O", "C", "C", "C", "C", "C", "O", "C", "C", "O", "O", "H", "H", "H", "H", "H", "H", "H", "H", "C", "C", "C", "O", "B", "O", "C", "C", "C", "H", "H", "H", "H", "H", "H", "H", "H", "H", "H", "H", "H", "C", "C", "C", "C", "C", "C", "H", "H", "H", "H", "H", "H", "H", "H", "H"], "coordinates": [[0.479, 0.056, 1.663], [0.533, 1.003, 5.405], [0.647, 1.691, 4.378], [1.608, 1.707, 3.554], [-0.558, 2.628, 4.074], [-1.853, 1.820, 4.151], [-3.077, 2.753, 4.223], [-3.171, 3.241, 2.752], [-1.951, 2.549, 2.131], [-1.952, 1.284, 2.813], [-0.672, 3.229, 2.636], [0.521, 3.099, 1.696], [1.225, 4.066, 1.512], [0.611, 2.032, 0.902], [-0.528, 3.415, 4.829], [-1.816, 1.024, 4.883], [-2.920, 3.564, 4.935], [-3.971, 2.202, 4.519], [-3.138, 4.327, 2.650], [-4.080, 2.874, 2.275], [-2.002, 2.397, 1.056], [-0.809, 4.307, 2.677], [2.835, -1.576, -3.151], [3.178, -1.674, -1.675], [4.689, -1.620, -1.492], [2.635, -0.510, -1.020], [1.993, -0.898, 0.124], [2.006, -2.269, 0.293], [2.493, -2.876, -0.924], [3.434, -4.008, -0.555], [1.269, -3.429, -1.645], [3.375, -0.735, -3.590], [1.768, -1.403, -3.289], [3.123, -2.488, -3.679], [5.049, -0.670, -1.889], [5.187, -2.436, -2.020], [4.956, -1.661, -0.435], [4.231, -3.665, 0.104], [3.876, -4.452, -1.450], [2.871, -4.779, -0.027], [0.529, -2.639, -1.797], [0.811, -4.193, -1.015], [1.532, -3.877, -2.606], [-3.569, 0.448, -2.086], [-2.232, -0.256, -2.363], [-2.489, -1.651, -2.941], [-1.404, 0.582, -3.348], [-1.478, -0.366, -1.100], [-0.853, -0.415, -0.060], [-4.145, 0.548, -3.011], [-3.394, 1.443, -1.673], [-4.157, -0.119, -1.362], [-3.115, -1.579, -3.836], [-2.996, -2.283, -2.210], [-1.549, -2.134, -3.216], [-1.971, 0.765, -4.267], [-0.476, 0.066, -3.604], [-1.139, 1.541, -2.899]], "forces_ev_per_angstrom": [[0.431, -0.107, 0.416], [0.048, 0.155, -0.158], [0.251, -0.063, 0.067], [-0.331, -0.139, 0.034], [0.117, -0.073, -0.145], [-0.202, 0.205, -0.026], [0.076, -0.075, -0.118], [-0.035, -0.050, 0.059], [-0.175, 0.067, 0.036], [-0.128, 0.102, 0.022], [0.107, -0.081, 0.225], [0.147, 0.019, -0.522], [0.130, 0.089, 0.036], [-0.130, -0.012, 0.248], [-0.028, 0.004, 0.008], [0.027, -0.076, -0.003], [-0.010, -0.010, -0.003], [0.016, 0.022, -0.010], [0.021, -0.030, -0.012], [-0.030, 0.028, 0.005], [0.048, -0.093, 0.000], [-0.096, 0.086, 0.154], [-0.035, 0.024, -0.022], [0.012, -0.103, 0.094], [0.031, 0.048, 0.090], [-0.125, 0.095, 0.084], [-0.094, -0.048, 0.012], [0.232, -0.006, -0.050], [-0.002, 0.051, -0.102], [-0.016, -0.023, 0.034], [-0.068, 0.076, 0.018], [-0.025, -0.024, 0.008], [0.037, -0.039, -0.012], [0.009, 0.022, -0.020], [-0.001, -0.040, -0.004], [-0.002, 0.024, 0.024], [0.003, 0.000, -0.049], [-0.003, -0.014, -0.044], [-0.009, -0.007, 0.033], [0.024, 0.003, -0.028], [0.038, -0.040, -0.024], [0.003, 0.028, -0.024], [-0.018, 0.001, 0.028], [0.034, -0.024, -0.015], [0.043, 0.095, 0.140], [-0.024, -0.027, -0.054], [-0.001, -0.006, -0.031], [0.008, -0.115, 0.088], [-0.274, 0.106, -0.532], [0.019, -0.009, 0.024], [-0.007, -0.011, -0.005], [-0.004, 0.005, -0.015], [0.034, -0.002, 0.015], [-0.001, 0.015, -0.026], [-0.028, 0.003, 0.033], [0.022, -0.031, 0.033], [-0.038, 0.030, 0.017], [-0.025, -0.024, -0.035]], "lowdin_charge": [1.751, -0.031, -0.714, -0.136, -0.112, -0.266, -0.101, -0.108, -0.280, -0.148, -0.120, -0.595, 0.071, -0.274, 0.150, 0.147, 0.108, 0.103, 0.108, 0.105, 0.148, 0.143, -0.011, -0.471, -0.018, 0.089, -0.701, 0.032, -0.472, -0.017, -0.013, 0.092, 0.079, 0.091, 0.094, 0.088, 0.095, 0.085, 0.092, 0.090, 0.077, 0.095, 0.087, -0.060, -0.635, -0.061, -0.051, -0.141, -0.208, 0.077, 0.082, 0.084, 0.079, 0.085, 0.071, 0.080, 0.073, 0.090], "total_charge": -1, "homo_lumo_gap_ev": 7.67, "e_tot_ha": -1545.76526, "homo_energy_ev": -5.18}



{"formula": "C2H5NO", "method": "wB97M-V/def2-TZVPD", "elements": ["C", "C", "N", "O", "H", "H", "H", "H", "H"], "coordinates": [[0.942, -0.538, 0.133], [-0.094, 0.347, -0.590], [-1.335, 0.164, -0.167], [0.113, 1.494, -0.987], [0.405, -0.915, 1.114], [1.561, -1.163, -0.445], [1.847, -0.059, 0.617], [-1.998, 0.967, -0.386], [-1.442, -0.298, 0.710]], "forces_ev_per_angstrom": [[-0.036, 0.716, 2.809], [1.889, 3.811, 2.787], [-3.722, -0.305, -0.308], [1.556, -0.942, -1.973], [1.191, -0.312, -2.385], [-0.383, -1.901, -0.934], [-1.437, 1.040, -0.667], [1.460, -1.634, 0.549], [-0.518, -0.472, 0.119]], "lowdin_charge": [-0.015, -0.577, 0.106, 0.008, 0.110, 0.045, 0.095, 0.152, 0.076], "smiles": "CC(N)=O", "homo_lumo_gap_ev": 10.23, "e_tot_ha": -209.16470, "homo_energy_ev": -9.51}



{"formula": "C4H10NO3", "method": "wB97M-V/def2-TZVPD", "elements": ["O", "C", "N", "C", "C", "C", "O", "H", "H", "H", "H", "H", "H", "H", "H", "H", "H", "O"], "coordinates": [[2.836, -1.292, -0.432], [2.351, -0.194, -0.120], [1.485, 0.015, 0.974], [0.498, 1.158, 0.806], [-0.570, 0.800, -0.229], [-1.892, 0.438, 0.748], [-1.797, 1.206, 1.804], [2.886, 0.819, -0.507], [1.207, -0.738, 1.544], [1.040, 2.120, 0.502], [0.084, 1.304, 1.846], [-0.730, 1.673, -0.834], [-0.364, -0.019, -0.895], [-2.822, 0.463, 0.098], [-1.830, -0.696, 1.039], [-0.039, -2.285, -1.915], [-1.549, -2.225, -2.044], [-0.793, -2.548, -2.383]], "forces_ev_per_angstrom": [[-0.944, 1.685, 0.076], [1.547, -0.446, 2.063], [1.502, 2.641, -3.425], [1.795, -0.215, 0.322], [-1.441, -0.133, 2.188], [1.142, -0.753, -0.705], [-1.543, 0.466, 0.798], [-1.792, -1.858, 0.426], [-0.441, -1.149, 0.194], [-0.260, -1.434, 0.459], [-0.195, 0.096, -1.518], [-0.619, 0.502, -0.282], [0.626, -0.488, -0.214], [0.362, 0.365, 0.215], [0.216, 0.698, -0.650], [1.336, 0.845, 1.344], [-3.606, 1.981, 2.197], [2.315, -2.802, -3.488]], "lowdin_charge": [-0.065, -0.366, 0.011, -0.230, -0.174, -0.528, -0.358, 0.155, 0.103, 0.111, 0.102, 0.069, 0.053, 0.063, 0.074, 0.001, -0.032, 0.010], "total_charge": -1, "homo_lumo_gap_ev": 6.78, "e_tot_ha": -438.84350, "homo_energy_ev": -2.98}



{"formula": "CH5N3O2S", "method": "wB97M-V/def2-TZVPD", "elements": ["C", "N", "N", "N", "O", "O", "S", "H", "H", "H", "H", "H"], "coordinates": [[-0.951, -0.379, -0.317], [-0.617, 1.998, -0.494], [-1.059, 0.914, 0.078], [-1.285, -1.164, 0.774], [1.435, 0.345, 0.913], [2.031, -0.751, -1.037], [0.998, 0.412, -0.416], [-1.011, -0.800, -1.384], [-0.768, 2.821, 0.065], [2.899, -0.862, -0.633], [-0.587, -1.920, 0.797], [-1.084, -0.615, 1.656]], "forces_ev_per_angstrom": [[1.047, 1.182, -2.230], [-1.244, -2.730, -2.114], [-2.007, 4.148, 1.205], [1.482, -1.064, 1.358], [0.811, 0.786, 4.311], [-0.764, -0.094, -1.477], [2.360, -2.173, -3.191], [-0.230, 0.693, 1.686], [-0.062, -0.118, 1.253], [-0.160, 0.247, 0.544], [-0.726, -0.259, 0.101], [-0.506, -0.620, -1.445]], "lowdin_charge": [-0.453, -0.042, -0.209, 0.045, -0.425, -0.332, 0.949, 0.157, 0.053, 0.050, 0.092, 0.115], "homo_lumo_gap_ev": [8.20, 8.20], "e_tot_ha": -753.86936, "homo_energy_ev": [-8.27, -8.27]}



> Number 4 is which compound?

CH5N3O2S



Please write out number 3 again, unchanged.
{"formula": "C4H10NO3", "method": "wB97M-V/def2-TZVPD", "elements": ["O", "C", "N", "C", "C", "C", "O", "H", "H", "H", "H", "H", "H", "H", "H", "H", "H", "O"], "coordinates": [[2.836, -1.292, -0.432], [2.351, -0.194, -0.120], [1.485, 0.015, 0.974], [0.498, 1.158, 0.806], [-0.570, 0.800, -0.229], [-1.892, 0.438, 0.748], [-1.797, 1.206, 1.804], [2.886, 0.819, -0.507], [1.207, -0.738, 1.544], [1.040, 2.120, 0.502], [0.084, 1.304, 1.846], [-0.730, 1.673, -0.834], [-0.364, -0.019, -0.895], [-2.822, 0.463, 0.098], [-1.830, -0.696, 1.039], [-0.039, -2.285, -1.915], [-1.549, -2.225, -2.044], [-0.793, -2.548, -2.383]], "forces_ev_per_angstrom": [[-0.944, 1.685, 0.076], [1.547, -0.446, 2.063], [1.502, 2.641, -3.425], [1.795, -0.215, 0.322], [-1.441, -0.133, 2.188], [1.142, -0.753, -0.705], [-1.543, 0.466, 0.798], [-1.792, -1.858, 0.426], [-0.441, -1.149, 0.194], [-0.260, -1.434, 0.459], [-0.195, 0.096, -1.518], [-0.619, 0.502, -0.282], [0.626, -0.488, -0.214], [0.362, 0.365, 0.215], [0.216, 0.698, -0.650], [1.336, 0.845, 1.344], [-3.606, 1.981, 2.197], [2.315, -2.802, -3.488]], "lowdin_charge": [-0.065, -0.366, 0.011, -0.230, -0.174, -0.528, -0.358, 0.155, 0.103, 0.111, 0.102, 0.069, 0.053, 0.063, 0.074, 0.001, -0.032, 0.010], "total_charge": -1, "homo_lumo_gap_ev": 6.78, "e_tot_ha": -438.84350, "homo_energy_ev": -2.98}